No. 1
Computed, not measured: a 11-piece molecular cluster, C60H134O6S2 overall in a non-equilibrium geometry, with ωB97M-V with the def2-TZVPD basis set.

HOMO energy (eV): -9.6095
Kohn-Sham gap (eV): 10.124
Relative energy (zero: lowest compared OMol25 entry of this formula, charge and spin) (kcal per mole): 0.00
Charge: 0

Last column: Löwdin charge in e.
Positions of all 202 atoms, in Å:
O -4.2286 -3.1986 0.4792  -0.263
S -3.1443 -3.1813 -0.4595  0.623
O -2.1958 -4.2585 -0.4771  -0.272
O -3.7391 -2.9350 -1.9279  -0.324
C -4.0357 -4.0940 -2.7031  -0.255
C -5.5146 -4.5099 -2.5027  -0.042
C -2.2508 -1.6106 -0.3588  -0.095
H -3.4535 -4.9753 -2.4228  0.115
H -3.8262 -3.9518 -3.7602  0.096
H -5.7319 -5.3464 -3.1643  0.085
H -6.0846 -3.6061 -2.7350  0.060
H -5.8104 -4.7631 -1.4863  0.079
H -1.4554 -1.5049 0.3736  0.055
H -2.9992 -0.8421 -0.1761  0.046
H -1.7815 -1.4695 -1.3320  0.046
O 1.4949 -5.6388 1.6289  -0.272
S 2.3086 -6.3331 0.6702  0.607
O 2.9739 -7.5645 0.9754  -0.269
O 1.3868 -6.7086 -0.6119  -0.254
C 0.4643 -5.7172 -1.0940  -0.275
C 0.5428 -5.6465 -2.6016  -0.057
C 3.4469 -5.2336 -0.1437  -0.117
H 0.6653 -4.7327 -0.6625  0.087
H -0.5453 -5.9685 -0.7781  0.107
H 1.4566 -5.1901 -2.9863  0.045
H -0.3181 -5.0406 -2.8983  0.054
H 0.4570 -6.6257 -3.0726  0.089
H 3.8277 -5.7503 -1.0203  0.074
H 4.2622 -5.0873 0.5665  0.063
H 2.9896 -4.2875 -0.4197  0.032
C 8.4677 -2.5118 -1.4388  -0.108
C 7.4842 -3.4000 -1.0358  -0.102
C 6.4212 -2.9372 -0.2800  -0.093
C 6.2659 -1.5885 -0.0075  -0.093
C 7.3096 -0.7314 -0.2893  -0.082
C 8.3910 -1.1818 -1.0657  -0.080
H 9.1711 -2.8845 -2.1758  0.105
H 7.6599 -4.4664 -1.1174  0.108
H 5.7525 -3.7265 0.0505  0.077
H 5.3285 -1.2759 0.4366  0.089
H 7.2711 0.3271 -0.0662  0.092
H 9.0951 -0.5039 -1.5316  0.103
C -2.2670 2.3760 -1.1201  -0.096
C -3.6155 2.8635 -1.6599  -0.258
C -4.8393 2.2493 -1.0118  -0.221
C -6.0998 2.8750 -1.5916  -0.229
C -7.4525 2.2153 -1.2677  -0.251
C -8.6200 3.2295 -1.3789  -0.113
H -2.2378 1.2850 -1.1502  0.055
H -2.1905 2.7216 -0.0885  0.053
H -1.4030 2.7609 -1.6609  0.069
H -3.6582 3.9514 -1.5555  0.096
H -3.6253 2.6716 -2.7381  0.106
H -4.8194 2.3999 0.0728  0.086
H -4.9279 1.1668 -1.1609  0.118
H -6.1843 3.9382 -1.3531  0.113
H -6.0172 2.8353 -2.6853  0.109
H -7.6411 1.3011 -1.8280  0.082
H -7.5020 1.9030 -0.2179  0.099
H -8.6235 3.8191 -2.2950  0.069
H -9.5009 2.5884 -1.2953  0.067
H -8.6777 3.9395 -0.5538  0.068
C -0.5860 1.2511 2.1562  -0.102
C 0.8602 1.0363 1.7328  -0.237
C 1.1039 -0.3302 1.0779  -0.208
C 2.2968 -0.3482 0.1406  -0.215
C 2.5328 -1.7173 -0.5037  -0.255
C 1.4435 -2.1954 -1.4558  -0.080
H -0.7149 2.2391 2.6011  0.056
H -0.9912 0.4515 2.7803  0.073
H -1.2811 1.2563 1.3110  0.037
H 1.1171 1.8250 1.0218  0.089
H 1.5676 1.1290 2.5592  0.105
H 0.2138 -0.6310 0.5164  0.069
H 1.1619 -1.1432 1.8117  0.124
H 2.1023 0.3133 -0.7169  0.109
H 3.2122 0.0715 0.5659  0.102
H 3.4775 -1.6427 -1.0517  0.082
H 2.7368 -2.4257 0.3076  0.102
H 1.3403 -1.5788 -2.3485  0.087
H 1.5271 -3.2531 -1.7069  0.033
H 0.4802 -2.1238 -0.9380  0.055
C -4.2434 0.2870 2.2461  -0.105
C -5.1412 1.4940 2.5195  -0.266
C -4.3548 2.5424 3.2748  -0.231
C -5.1977 3.7517 3.7078  -0.236
C -4.4063 4.9384 4.2172  -0.283
C -5.2481 6.0550 4.8201  -0.113
H -3.4845 0.5623 1.5078  0.038
H -4.7543 -0.5963 1.8530  0.069
H -3.7061 -0.0970 3.1158  0.077
H -5.5768 1.8885 1.5956  0.071
H -6.0288 1.1484 3.0586  0.116
H -3.3939 2.8158 2.8260  0.106
H -3.9841 2.0338 4.1777  0.116
H -5.8121 4.0074 2.8325  0.111
H -5.9621 3.4387 4.4278  0.118
H -3.7222 4.5307 4.9708  0.109
H -3.7667 5.3055 3.4086  0.104
H -4.6473 6.9548 4.9478  0.066
H -6.1173 6.2828 4.2012  0.071
H -5.6152 5.7467 5.8007  0.071
C 6.7324 4.5788 2.0264  -0.122
C 5.8044 4.4848 0.8297  -0.294
C 4.8882 3.2636 0.8541  -0.221
C 4.1500 3.0608 -0.4616  -0.227
C 4.8771 2.0583 -1.3691  -0.265
C 4.2502 1.9984 -2.7504  -0.099
H 7.3416 3.6656 2.0590  0.070
H 6.1728 4.7126 2.9493  0.074
H 7.5155 5.3238 1.8705  0.070
H 5.2426 5.4313 0.8215  0.107
H 6.3667 4.6142 -0.1043  0.108
H 4.1716 3.4871 1.6521  0.105
H 5.5092 2.4258 1.1806  0.108
H 3.1503 2.6806 -0.2170  0.083
H 3.9581 4.0123 -0.9611  0.112
H 5.9205 2.3911 -1.4357  0.108
H 4.9556 1.0814 -0.8864  0.080
H 3.2991 1.4632 -2.7111  0.065
H 4.0461 3.0032 -3.1293  0.073
H 4.8982 1.5599 -3.5117  0.057
C -0.7478 -0.5830 9.9419  -0.121
C -1.3607 -0.5182 8.5483  -0.268
C -1.3100 -1.8380 7.7637  -0.210
C 0.0736 -2.0827 7.1497  -0.228
C 0.3879 -1.1535 5.9687  -0.281
C 1.7938 -1.4007 5.3888  -0.105
H -1.3923 -1.1856 10.5868  0.071
H -0.7028 0.3934 10.4311  0.067
H 0.2839 -0.9391 9.9204  0.066
H -2.3689 -0.1232 8.6887  0.103
H -0.7784 0.2148 7.9856  0.089
H -2.0419 -1.7852 6.9566  0.105
H -1.5365 -2.7047 8.3879  0.107
H 0.9220 -1.9533 7.8338  0.105
H 0.1697 -3.1333 6.8633  0.112
H -0.3389 -1.3478 5.1698  0.100
H 0.2968 -0.0902 6.1944  0.095
H 1.8154 -2.4239 5.0129  0.073
H 2.0557 -0.7438 4.5604  0.052
H 2.4320 -1.2094 6.2541  0.072
C 6.3150 -1.1115 -4.7942  -0.107
C 6.0316 -2.6056 -4.5115  -0.260
C 4.6679 -2.7832 -3.8820  -0.221
C 4.1753 -4.2298 -3.7856  -0.225
C 3.9124 -4.8541 -5.1447  -0.268
C 3.4294 -6.2995 -5.0886  -0.102
H 7.3293 -0.9736 -5.1700  0.068
H 6.2817 -0.5500 -3.8570  0.055
H 5.5724 -0.7425 -5.5004  0.071
H 6.1519 -3.1144 -5.4735  0.099
H 6.9032 -2.9663 -3.9585  0.093
H 3.9397 -2.1172 -4.3536  0.116
H 4.7488 -2.4457 -2.8403  0.090
H 4.9330 -4.7832 -3.2154  0.114
H 3.2574 -4.3032 -3.1934  0.075
H 3.1654 -4.1930 -5.5991  0.114
H 4.7774 -4.9070 -5.8102  0.102
H 2.5092 -6.3928 -4.5029  0.047
H 3.1768 -6.6424 -6.0923  0.072
H 4.2081 -6.9105 -4.6316  0.078
C 0.8737 6.1969 4.0058  -0.108
C 0.7740 5.2514 2.8145  -0.273
C 0.3162 5.9612 1.5345  -0.225
C 0.3160 5.0014 0.3339  -0.222
C 0.0386 5.6285 -1.0344  -0.263
C -1.2952 6.3602 -1.1093  -0.095
H 1.6880 6.9141 3.8759  0.071
H 1.0911 5.6600 4.9282  0.068
H -0.0510 6.7710 4.0632  0.071
H 1.6745 4.6692 2.5934  0.098
H 0.0628 4.4482 3.0428  0.091
H 0.9769 6.8134 1.3354  0.119
H -0.6667 6.4118 1.6905  0.101
H 1.2867 4.5007 0.2767  0.094
H -0.4168 4.2293 0.5965  0.094
H 0.8544 6.3350 -1.2278  0.104
H 0.1617 4.8839 -1.8249  0.095
H -1.4754 6.9603 -2.0033  0.072
H -2.0995 5.6214 -1.1712  0.053
H -1.3726 7.0070 -0.2383  0.063
C -1.0127 -2.8655 -4.2294  -0.086
C -2.0693 -1.7479 -4.0096  -0.248
C -3.1301 -1.7695 -5.1287  -0.208
C -4.2994 -0.7888 -4.8699  -0.202
C -5.3581 -1.4361 -3.9927  -0.281
C -6.6551 -0.6471 -3.9287  -0.101
H -0.5822 -3.0862 -3.2528  0.035
H -0.2176 -2.5009 -4.8808  0.077
H -1.4593 -3.7334 -4.7116  0.074
H -2.5635 -1.8427 -3.0421  0.052
H -1.5670 -0.7799 -4.0551  0.110
H -3.5222 -2.7814 -5.2305  0.088
H -2.6787 -1.4235 -6.0618  0.112
H -3.9519 0.1569 -4.4437  0.110
H -4.7393 -0.5316 -5.8392  0.111
H -5.6119 -2.3949 -4.4532  0.106
H -4.9562 -1.5529 -2.9837  0.096
H -7.2819 -0.7568 -4.8112  0.077
H -7.2874 -0.9956 -3.0983  0.070
H -6.4966 0.3771 -3.5752  0.055

***

No. 2
Computed, not measured: a 3-piece molecular cluster, C40H54ClIN5O4 overall in a non-equilibrium geometry, with ωB97M-V with the def2-TZVPD basis set.

HOMO energy (eV): -9.7476
Kohn-Sham gap (eV): 5.262
Charge: +1

Last column: Löwdin charge in e.
Positions of all 105 atoms, in Å:
C 3.2708 -2.3039 3.1718  -0.111
C 3.2353 -2.3503 1.6501  -0.234
C 1.9419 -2.9255 1.0081  -0.604
Cl 0.5807 -3.2185 2.1144  0.737
C 1.4816 -2.1682 -0.2288  -0.117
C 1.2628 -2.9581 -1.3346  -0.030
N 0.8687 -2.4763 -2.5245  -0.024
C 0.6571 -3.4323 -3.6252  -0.671
I -0.5977 -5.0670 -3.0143  0.979
C 1.9816 -3.9499 -4.2259  -0.259
C 3.1427 -2.9558 -4.1291  -0.074
C 0.6965 -1.1529 -2.6934  -0.123
C 0.3022 -0.6131 -4.0399  -0.099
C -1.2251 -0.6638 -4.3120  -0.145
C -2.0910 -0.7022 -3.0546  -0.179
C -3.5619 -0.8589 -3.4582  -0.131
N -4.4697 -0.3392 -2.4651  -0.121
C -5.6493 0.2646 -2.7955  -0.098
C -6.2905 0.6199 -1.6321  -0.096
C -5.4574 0.2218 -0.5711  -0.107
C -4.3346 -0.3652 -1.1015  -0.104
C 0.8755 -0.2733 -1.6067  -0.058
C 0.6487 1.1941 -1.8395  -0.112
C 1.9549 1.9550 -2.1969  -0.132
C 3.1347 1.0851 -2.6402  -0.089
C 4.3202 2.0088 -2.8591  -0.530
O 4.2479 2.9895 -3.5137  0.162
O 5.5004 1.6420 -2.2934  0.108
C 1.2521 -0.7714 -0.3501  0.059
C 1.3636 0.1012 0.8791  -0.437
O 1.0739 -0.3592 1.9337  0.130
O 1.7042 1.3867 0.7537  0.021
C 0.9939 2.1917 1.7371  -0.136
C 1.1435 3.6783 1.4998  -0.134
C 0.6157 4.1160 0.1173  -0.152
C -0.7250 4.8725 0.1374  -0.103
N -1.6468 4.1857 -0.7612  -0.127
C -1.4521 4.1026 -2.1089  -0.127
C -2.4557 3.3487 -2.6743  -0.094
C -3.3073 2.9411 -1.6072  -0.083
C -2.7827 3.4782 -0.4579  -0.082
H 2.9497 -3.2393 3.6118  0.067
H 4.3128 -2.1723 3.4616  0.081
H 2.7338 -1.4586 3.5819  0.061
H 3.4897 -1.3824 1.2276  0.102
H 4.0463 -3.0115 1.3502  0.113
H 2.2142 -3.9075 0.6395  0.090
H 1.4215 -4.0188 -1.2449  0.108
H 0.0916 -2.9664 -4.4101  0.051
H 1.7816 -4.0984 -5.2828  0.118
H 2.2677 -4.9052 -3.7984  0.089
H 3.9958 -3.3936 -4.6330  0.089
H 2.9140 -2.0350 -4.6619  0.070
H 3.3907 -2.6826 -3.1070  0.073
H 0.7163 0.3685 -4.1985  0.115
H 0.7973 -1.2387 -4.7788  0.107
H -1.4454 -1.5346 -4.9275  0.115
H -1.4991 0.2244 -4.8731  0.124
H -1.9551 0.2252 -2.4986  0.106
H -1.8307 -1.5349 -2.3991  0.109
H -3.6922 -0.3408 -4.4028  0.124
H -3.7407 -1.9178 -3.6561  0.133
H -5.9775 0.4099 -3.8062  0.117
H -7.2463 1.0970 -1.5435  0.097
H -5.6723 0.3530 0.4731  0.096
H -3.4887 -0.8092 -0.6147  0.112
H -0.0480 1.3632 -2.6472  0.096
H 0.1609 1.5844 -0.9568  0.101
H 1.7384 2.6353 -3.0155  0.125
H 2.3035 2.5666 -1.3789  0.103
H 2.9755 0.6068 -3.6047  0.125
H 3.4400 0.3579 -1.8916  0.115
H 5.3572 1.4228 -1.3644  0.115
H -0.0591 1.9161 1.7078  0.145
H 1.3437 1.9967 2.7417  0.103
H 0.5159 4.1219 2.2700  0.118
H 2.1658 3.9911 1.6926  0.121
H 1.3800 4.7057 -0.3766  0.119
H 0.4033 3.2235 -0.4419  0.055
H -1.1538 4.9179 1.1330  0.122
H -0.6152 5.8879 -0.2298  0.126
H -0.6538 4.5539 -2.6721  0.122
H -2.5769 3.1258 -3.7168  0.089
H -4.1853 2.3254 -1.6686  0.066
H -3.1200 3.4038 0.5606  0.116
N -2.0562 -4.6273 5.7571  0.003
C -1.9750 -3.7475 4.7129  -0.152
C -3.1436 -3.0349 4.6723  -0.111
C -3.9611 -3.5021 5.7371  -0.110
C -3.2616 -4.4824 6.3875  -0.138
H -1.3419 -5.2798 6.0207  0.144
H -1.0989 -3.7022 4.0899  0.039
H -3.3865 -2.2641 3.9600  0.086
H -4.9483 -3.1576 5.9947  0.091
H -3.5170 -5.0866 7.2407  0.107
N 1.1435 2.4891 7.4669  0.007
C 2.4164 2.8273 7.0991  -0.137
C 2.6884 2.2053 5.9104  -0.114
C 1.5289 1.4650 5.5474  -0.124
C 0.5934 1.6626 6.5279  -0.134
H 0.6830 2.7995 8.3025  0.147
H 3.0169 3.4766 7.7123  0.108
H 3.6142 2.2723 5.3632  0.087
H 1.3985 0.8537 4.6684  0.070
H -0.4093 1.2864 6.6370  0.109

***

No. 3
Computed, not measured: an isolated molecule of C3H7N3O2 in a non-equilibrium geometry, with ωB97M-V with the def2-TZVPD basis set.

HOMO energy (eV): -9.0274
Kohn-Sham gap (eV): 8.637
Relative energy (zero: lowest compared OMol25 entry of this formula, charge and spin) (kcal per mole): 185.99
Charge: 0

Last column: natural (NBO) charge in e.
Positions of all 15 atoms, in Å:
C -2.4727 0.1072 0.5092  -0.418
C 0.6424 -0.0108 0.1793  0.213
C 1.0996 1.3676 -0.2503  0.359
H -2.6358 -0.8199 1.1124  0.209
H -2.2366 1.0719 1.1451  0.205
H -3.2769 0.4711 0.0843  0.195
H -1.9732 -0.6675 -1.3277  0.357
H 1.5882 -1.8911 -0.0452  0.363
H 3.7256 -0.8352 0.5678  0.475
H 0.4023 1.4959 -1.0523  0.144
N -1.4484 0.0476 -0.7089  -0.446
N -0.3143 -0.5923 -0.4457  -0.250
N 1.8015 -0.9883 0.4243  -0.346
O 3.0310 -0.8806 -0.2771  -0.576
O 2.0673 2.1243 0.0848  -0.486